1.
71
Properties=species:S:1:pos:R:3:forces:R:3:lowdin_spin:R:1 method="wB97M-V/def2-TZVPD" energy_ev=-139545.6115 multiplicity=5 max_force_ev_per_a=0.36 e_lumo_ev="-3.40 / -2.57" charge=+1 de_lowest_ev=0.000 homo_ha="-0.3800 / -0.3832"
Mn 1.1476 -1.0365 1.4069 0.041 -0.039 0.046 3.92
C -4.1419 0.7482 -4.0314 -0.020 0.027 0.002 0.00
C -2.6274 0.9676 -4.1507 0.008 -0.021 0.024 0.00
C -2.3597 2.4111 -4.5943 0.008 0.041 -0.035 0.00
C -2.0774 0.0271 -5.2226 -0.018 -0.044 -0.039 0.00
C -1.9859 0.7091 -2.7886 0.023 -0.070 -0.026 0.01
C -1.1391 -0.3668 -2.5524 -0.055 0.165 0.060 0.00
C -0.6312 -0.5218 -1.2805 -0.044 -0.009 -0.123 0.01
Br 0.5479 -1.9952 -0.9574 0.015 -0.217 0.002 0.04
C -0.8959 0.3089 -0.1909 0.187 -0.037 0.293 0.01
O -0.3244 0.0557 0.9926 -0.264 0.154 -0.191 0.09
C -1.7699 1.3893 -0.4163 -0.034 0.069 -0.154 0.01
C -2.2683 1.5427 -1.7099 0.003 -0.012 0.089 0.00
C -2.2197 2.4229 0.6320 0.027 -0.063 -0.005 0.00
C -1.7739 3.8201 0.1765 -0.001 0.028 0.006 0.00
C -3.7529 2.3848 0.7323 -0.022 -0.004 0.008 0.00
C -1.6725 2.2072 2.0471 0.002 0.020 0.002 0.00
H -4.6260 0.9147 -4.9957 -0.001 0.006 0.000 0.00
H -4.5835 1.4373 -3.3093 -0.009 -0.006 -0.008 0.00
H -4.3673 -0.2688 -3.7060 0.019 -0.008 -0.008 0.00
H -2.7980 2.5829 -5.5790 0.001 -0.003 -0.002 0.00
H -1.2889 2.6133 -4.6601 0.007 -0.023 0.004 0.00
H -2.7999 3.1400 -3.9133 0.006 -0.009 0.028 0.00
H -2.5177 0.2787 -6.1881 0.000 0.007 0.003 0.00
H -2.3258 -1.0163 -5.0181 0.000 0.003 0.029 0.00
H -0.9929 0.1106 -5.3197 -0.001 0.028 -0.004 0.00
H -0.8701 -1.0647 -3.3310 0.004 -0.012 -0.001 0.00
H -2.9341 2.3774 -1.8845 -0.016 0.000 -0.020 0.00
H -2.1888 4.0900 -0.7944 -0.004 -0.004 -0.001 0.00
H -0.6854 3.8778 0.1018 0.005 -0.012 0.001 0.00
H -2.1025 4.5691 0.8998 -0.001 0.004 -0.002 0.00
H -4.2351 2.6238 -0.2150 0.002 -0.003 -0.008 0.00
H -4.0969 3.1114 1.4709 0.011 0.006 0.001 0.00
H -4.0942 1.3956 1.0427 0.002 -0.001 0.000 0.00
H -0.5865 2.2902 2.0844 0.007 0.013 -0.007 0.00
H -1.9494 1.2347 2.4506 -0.021 -0.010 -0.009 0.00
H -2.0932 2.9841 2.6893 0.014 -0.013 0.018 0.00
N 2.3907 0.5451 0.9384 0.125 0.098 0.064 -0.02
C 3.0360 0.2533 -0.3269 -0.076 -0.005 0.004 0.01
C 2.8083 1.0721 -1.4176 0.034 -0.033 0.000 0.00
C 3.3657 0.7369 -2.6420 0.007 -0.001 -0.018 0.00
C 4.1409 -0.4080 -2.7561 0.001 0.008 0.030 0.00
C 4.3557 -1.2182 -1.6513 -0.004 0.009 -0.004 0.00
C 3.7980 -0.9089 -0.4144 -0.009 -0.023 0.058 0.00
C 3.9492 -1.8070 0.7614 0.034 0.012 -0.026 0.00
C 5.1643 -2.4608 0.9643 -0.022 -0.013 0.004 -0.01
C 5.3332 -3.3331 2.0279 0.020 0.019 -0.031 0.02
C 4.2870 -3.5616 2.9056 -0.053 -0.002 0.039 -0.01
C 3.0737 -2.9070 2.7234 0.111 -0.031 -0.042 0.00
C 2.8897 -2.0288 1.6594 -0.070 0.033 -0.039 -0.15
H 1.8212 1.3834 0.8709 -0.014 0.025 -0.014 0.00
H 3.0820 0.6695 1.6743 0.044 0.041 -0.019 0.00
H 2.1950 1.9597 -1.3139 -0.005 0.005 -0.008 0.00
H 3.1932 1.3693 -3.5020 -0.009 -0.005 -0.004 0.00
H 4.5687 -0.6804 -3.7111 0.006 0.010 -0.005 0.00
H 4.9310 -2.1289 -1.7547 0.004 0.003 -0.014 0.00
H 5.9887 -2.2693 0.2889 0.011 -0.006 0.012 0.00
H 6.2850 -3.8265 2.1722 -0.001 -0.008 0.003 0.00
H 4.4115 -4.2445 3.7360 0.005 0.000 -0.002 0.00
H 2.2705 -3.1009 3.4214 -0.006 0.008 0.004 0.00
C -0.9550 -1.8581 6.3216 0.002 0.026 0.022 0.00
N -0.3997 -1.4691 5.0367 0.015 -0.070 -0.027 0.00
C -0.2728 -2.2866 3.9858 -0.072 -0.009 -0.024 0.01
N -0.6621 -3.5666 4.1079 0.014 0.028 0.017 0.00
O 0.2074 -1.8835 2.9031 0.042 -0.081 0.058 0.05
H -0.3742 -2.6649 6.7709 -0.007 -0.003 -0.004 0.00
H -2.0001 -2.1593 6.2305 -0.001 -0.003 -0.002 0.00
H -0.9103 -1.0037 6.9897 0.000 0.003 -0.006 0.00
H -0.1284 -0.5151 4.8749 -0.011 0.030 0.004 0.00
H -1.1454 -3.9085 4.9184 -0.002 -0.005 0.003 0.00
H -0.6175 -4.1465 3.2885 0.001 -0.013 -0.006 0.00

***

2.
69
Properties=species:S:1:pos:R:3:forces:R:3:nbo_charge:R:1 method="wB97M-V/def2-TZVPD" energy_ev=-59695.1715 max_force_ev_per_a=0.65 e_lumo_ev=0.21 charge=0 de_lowest_ev=0.041 homo_ha=-0.2933
C 0.3549 3.1089 5.3223 0.265 -0.041 -0.057 -0.61
C 1.5151 2.2844 4.7760 -0.211 -0.126 -0.014 -0.39
C 1.0815 1.2259 3.7618 0.053 0.144 -0.011 -0.41
C 0.4110 1.7669 2.4979 0.147 0.067 0.059 -0.41
C 1.2836 2.7027 1.6602 -0.060 -0.247 -0.045 -0.41
C 2.5089 2.0148 1.0538 0.088 0.267 0.351 -0.22
N 2.1757 0.8737 0.2159 0.119 0.262 0.124 -0.45
C 2.5061 -0.3562 0.6783 0.120 -0.137 -0.403 0.71
O 3.1189 -0.4993 1.7225 0.163 -0.293 0.300 -0.65
C 2.1028 -1.5806 -0.1402 0.052 -0.040 0.081 -0.52
C 0.7517 -2.0989 0.2486 -0.271 -0.098 -0.507 -0.07
C -0.2909 -2.4466 -0.5881 0.407 0.051 0.498 0.14
N -1.3738 -2.8259 0.1782 -0.208 -0.057 -0.331 -0.52
C -1.0414 -2.7757 1.4967 0.434 0.225 0.414 0.13
C -1.7891 -3.0906 2.6246 -0.026 -0.015 0.016 -0.24
C -1.1886 -2.9429 3.8544 -0.045 -0.012 -0.047 -0.22
C 0.1354 -2.4993 3.9450 0.012 -0.007 -0.195 -0.06
C 0.8941 -2.1872 2.8408 -0.093 -0.044 0.208 -0.23
C 0.2944 -2.3136 1.5855 -0.522 -0.248 0.084 -0.03
H 1.9133 -1.8529 2.9381 0.068 0.032 0.046 0.27
Cl 0.8370 -2.3447 5.5224 0.115 0.037 0.238 -0.01
H -1.7300 -3.1731 4.7582 -0.042 -0.018 0.083 0.23
H -2.8064 -3.4418 2.5403 -0.114 -0.034 0.031 0.22
H -2.2290 -3.2034 -0.1923 0.094 -0.019 0.030 0.41
C -0.4085 -2.4384 -2.0388 -0.086 0.026 -0.337 -0.08
C 0.6690 -2.7508 -2.8695 -0.131 0.035 0.122 -0.18
C 0.5406 -2.7121 -4.2445 -0.046 0.055 -0.149 -0.23
C -0.6790 -2.3762 -4.8111 0.013 -0.008 0.182 -0.06
C -1.7750 -2.1012 -4.0084 0.045 -0.043 -0.158 -0.18
C -1.6348 -2.1326 -2.6358 0.181 -0.042 0.091 -0.21
H -2.4888 -1.8957 -2.0180 -0.069 0.064 0.050 0.21
H -2.7256 -1.8592 -4.4570 -0.087 0.042 -0.070 0.22
Cl -0.8402 -2.3105 -6.5321 -0.013 0.009 -0.109 0.01
H 1.3809 -2.9504 -4.8778 0.057 -0.027 -0.076 0.23
H 1.6071 -3.0595 -2.4371 0.097 -0.024 0.047 0.22
H 2.8517 -2.3458 0.0879 0.046 0.150 -0.098 0.25
H 2.1262 -1.3690 -1.2061 0.049 -0.037 0.006 0.22
C 1.6450 1.1667 -1.0974 -0.441 -0.180 -0.228 -0.20
H 1.9628 2.1818 -1.3543 0.048 -0.094 -0.019 0.20
H 2.0924 0.4961 -1.8374 0.009 0.116 0.004 0.20
C 0.1203 1.0869 -1.2232 0.259 0.101 -0.333 -0.41
C -0.2987 1.2837 -2.6786 -0.270 -0.012 0.397 -0.38
C -1.8119 1.3951 -2.8369 0.339 0.043 -0.403 -0.39
C -2.2226 1.5058 -4.3029 -0.247 -0.007 0.290 -0.39
C -3.7363 1.5619 -4.4661 0.262 0.022 -0.123 -0.60
H -4.1449 2.4272 -3.9488 -0.104 0.073 0.052 0.20
H -4.1984 0.6684 -4.0513 -0.117 -0.098 0.047 0.19
H -4.0061 1.6317 -5.5171 -0.131 0.006 -0.080 0.21
H -1.7773 2.4042 -4.7358 0.088 -0.014 -0.057 0.20
H -1.8284 0.6465 -4.8497 0.090 0.003 -0.074 0.20
H -2.2831 0.5150 -2.3962 -0.093 -0.020 0.093 0.19
H -2.1716 2.2711 -2.2923 -0.067 0.012 0.090 0.20
H 0.0633 0.4422 -3.2748 0.073 -0.046 -0.097 0.20
H 0.1682 2.1913 -3.0697 0.068 0.033 -0.102 0.19
H -0.3431 1.8558 -0.6047 -0.035 0.007 0.107 0.20
H -0.2287 0.1183 -0.8660 -0.034 -0.004 0.078 0.21
H 3.1553 1.6442 1.8502 -0.018 0.117 -0.143 0.24
H 3.0747 2.7389 0.4567 -0.001 -0.086 0.023 0.19
H 0.6768 3.1330 0.8599 0.004 0.109 0.002 0.19
H 1.6374 3.5308 2.2755 0.013 0.121 -0.030 0.21
H -0.5027 2.2987 2.7716 -0.088 -0.038 -0.054 0.20
H 0.1168 0.9123 1.8830 -0.123 0.000 -0.039 0.21
H 1.9524 0.6352 3.4776 -0.017 -0.115 0.024 0.23
H 0.3760 0.5478 4.2479 0.032 -0.097 0.040 0.20
H 2.0016 1.7691 5.6072 0.098 0.038 -0.021 0.20
H 2.2578 2.9498 4.3314 0.112 0.011 0.031 0.19
H -0.4139 2.4559 5.7299 -0.135 -0.040 0.052 0.20
H -0.0917 3.7232 4.5442 -0.118 0.094 -0.049 0.20
H 0.6998 3.7685 6.1159 -0.056 0.097 0.072 0.21

***

3.
76
Properties=species:S:1:pos:R:3:forces:R:3:lowdin_charge:R:1 method="wB97M-V/def2-TZVPD" energy_ev=-135757.0743 max_force_ev_per_a=3.49 e_lumo_ev=0.05 charge=0 homo_ha=-0.3454
Cl 4.2308 11.4226 -11.8426 -0.309 -0.100 -0.451 0.54
C 5.1477 12.9238 -11.5793 0.779 -0.604 0.185 -0.69
C 4.4981 13.7471 -10.5178 -0.469 0.021 -0.031 -0.64
Cl 2.9558 14.4659 -11.1681 0.730 -0.108 0.554 0.50
H 5.3472 13.4466 -12.5147 -0.303 -0.104 0.062 0.08
H 6.0847 12.5302 -11.1854 0.201 0.376 -0.030 0.07
H 5.1799 14.5120 -10.1461 -0.287 0.291 -0.273 0.08
H 4.2701 13.0833 -9.6838 -0.340 0.229 -0.021 0.07
Cl 10.7814 13.9976 -30.7599 -0.048 -0.216 0.380 0.53
C 11.4720 13.6423 -29.1411 0.797 0.658 -0.019 -0.68
C 10.5764 12.7953 -28.2718 0.059 -0.739 0.171 -0.63
Cl 11.5133 12.2987 -26.7977 -0.289 0.427 -0.177 0.51
H 11.7078 14.6004 -28.6779 -0.563 0.093 0.112 0.07
H 12.4780 13.2461 -29.2788 -0.342 -0.647 -0.202 0.06
H 10.2981 11.8293 -28.6932 0.110 0.294 -0.418 0.06
H 9.6532 13.2976 -27.9828 0.276 0.127 0.155 0.07
Cl 14.5564 4.4153 -23.1223 0.028 0.707 -0.500 0.51
C 13.5954 5.6467 -24.0234 -1.364 -0.510 0.413 -0.62
C 12.1094 5.5496 -23.5524 1.006 0.792 -0.279 -0.68
Cl 11.2944 3.9943 -23.8572 0.233 0.353 -0.156 0.52
H 13.6889 5.5259 -25.1027 -0.023 -0.626 0.131 0.07
H 13.9209 6.6747 -23.8641 0.297 -0.196 0.640 0.07
H 11.6080 6.3718 -24.0630 -0.406 -0.305 -0.181 0.07
H 12.0185 5.7602 -22.4868 0.222 -0.203 -0.057 0.06
Cl 3.1131 4.0978 -22.8474 0.138 -0.232 0.456 0.54
C 4.5963 4.9134 -22.3212 0.976 1.709 -0.352 -0.68
C 4.3030 6.1818 -21.4317 0.261 -1.256 -1.517 -0.68
Cl 3.6125 5.5866 -19.9594 -0.685 -0.150 1.330 0.56
H 5.0782 5.1669 -23.2654 -0.108 0.584 0.013 0.05
H 5.3756 4.3109 -21.8546 -0.768 -0.604 0.426 0.07
H 3.5816 6.8204 -21.9415 0.140 0.052 0.129 0.07
H 5.1993 6.7285 -21.1387 0.052 -0.100 -0.478 0.07
N 0.8315 11.1591 -19.4155 1.033 -0.690 1.288 0.04
C 1.6492 12.1039 -19.8900 -1.850 2.540 1.513 -0.15
C 1.8718 13.2604 -19.1102 -0.019 -0.404 1.100 -0.07
C 1.3987 13.3317 -17.7726 1.040 0.998 -1.556 -0.10
C 0.6609 12.3228 -17.2532 0.246 -2.278 -0.345 -0.08
C 0.5017 11.1990 -18.0846 -0.137 0.395 -1.601 -0.12
H 1.8858 12.2262 -20.9366 0.119 -0.905 -0.237 0.10
H 2.3931 14.1233 -19.4977 0.262 -0.122 -0.165 0.09
H 1.6663 14.1582 -17.1310 -0.083 0.356 -0.209 0.10
H 0.3762 12.2999 -16.2116 -0.197 -0.027 -0.026 0.10
H 0.0720 10.2659 -17.7513 -0.399 0.135 0.242 0.10
N 10.1178 9.8732 -19.3234 -0.803 2.103 -0.094 0.04
C 9.8816 11.2030 -19.7171 -1.488 -1.708 1.819 -0.10
C 8.7753 11.9421 -19.2001 2.069 -0.623 -0.919 -0.08
C 7.9299 11.3289 -18.3185 -0.921 0.318 0.154 -0.12
C 8.1112 10.0225 -17.9695 1.113 -1.059 0.404 -0.08
C 9.2485 9.3369 -18.4377 -0.325 1.439 -0.817 -0.15
H 10.5670 11.6741 -20.4060 0.179 -0.291 -0.055 0.09
H 8.6160 12.9878 -19.4184 0.198 0.021 -0.328 0.10
H 7.1048 11.9037 -17.9247 -0.158 -0.061 0.140 0.11
H 7.4858 9.5262 -17.2422 -0.201 0.021 -0.050 0.10
H 9.4133 8.3365 -18.0656 0.333 -0.173 -0.258 0.10
N 18.4418 7.1445 -17.6630 -2.171 -0.141 0.403 0.04
C 17.1611 6.7383 -17.8250 -1.542 2.414 -0.099 -0.12
C 16.0938 7.6994 -18.0157 2.155 -0.675 -0.559 -0.05
C 16.4259 9.0695 -18.1704 -2.572 -2.065 0.215 -0.11
C 17.7083 9.4582 -18.1240 1.227 -0.132 1.535 -0.08
C 18.6053 8.4659 -17.7005 1.830 -0.075 -1.025 -0.16
H 16.8821 5.7036 -17.6909 0.388 -0.234 -0.235 0.09
H 15.0843 7.3771 -18.2239 -0.095 -0.135 0.443 0.09
H 15.5929 9.7565 -18.1954 0.053 0.278 -0.519 0.10
H 17.9194 10.5170 -18.1541 0.564 -0.085 -0.036 0.10
H 19.6391 8.6619 -17.4571 0.152 0.852 -0.125 0.10
N 13.6025 12.3161 -10.6382 -0.379 -1.130 -0.165 0.05
C 14.1941 11.0736 -10.7003 -1.118 2.870 -0.065 -0.14
C 14.0153 10.2396 -11.7787 -1.982 -0.661 -0.122 -0.08
C 12.9731 10.5591 -12.6830 0.973 1.623 -0.067 -0.05
C 12.3731 11.8483 -12.6210 0.015 -2.561 -0.725 -0.09
C 12.6891 12.6535 -11.5810 1.700 0.241 1.428 -0.18
H 14.7524 10.8499 -9.8033 0.442 -0.246 -0.252 0.10
H 14.4343 9.2449 -11.7420 0.224 -0.015 -0.308 0.10
H 12.7196 9.9251 -13.5198 0.037 -0.271 0.101 0.10
H 11.6190 12.1451 -13.3349 -0.034 -0.066 -0.088 0.10
H 12.2158 13.6210 -11.5021 0.121 0.215 0.254 0.10